1.
C3H4O2S | ωB97M-V/def2-TZVPD

Structure (XYZ):
```
10
Properties=species:S:1:pos:R:3:lowdin_charge:R:1
O 2.15112 -0.30353 0.01219 0.074
C 0.96187 -0.25787 0.02666 -0.761
O 0.12463 -1.31307 0.12050 -0.045
C -1.25880 -1.11974 -0.19488 -0.185
C -1.55622 0.36615 0.19466 -0.402
S 0.01611 1.30944 -0.07404 0.949
H -1.47848 -1.34522 -1.24318 0.125
H -1.78425 -1.84342 0.36794 0.108
H -2.28443 0.83343 -0.42965 0.055
H -1.79777 0.40562 1.26938 0.081
```

- E_LUMO (eV) = 0.598
- energy relative to the best compared isomer or geometry (same formula, charge and spin) (kcal per mole) = 1.6
- total charge = 0
- SMILES = O=C1OCCS1
- gap between HOMO and LUMO (eV) = 10.33



2.
C14H23B2CrF11N2O8 | ωB97M-V/def2-TZVPD

Structure (XYZ):
```
61
Properties=species:S:1:pos:R:3:lowdin_charge:R:1
Cr -11.56766 10.99607 -20.42566 1.142
B -10.79561 13.49949 -19.40098 -1.189
F -11.41035 14.71900 -19.57348 0.168
F -11.69465 12.55552 -18.79018 0.071
F -10.52250 12.92115 -20.70479 0.039
F -9.63101 13.57252 -18.65893 0.160
B -12.64038 8.71094 -19.54320 -1.214
F -12.12952 9.01852 -20.84428 0.041
F -14.00486 8.51118 -19.61195 0.170
F -11.89138 7.72572 -18.96111 0.196
F -12.43116 9.95575 -18.81725 0.051
C -13.41793 8.47255 -15.08830 -0.048
C -12.76532 7.10493 -15.08817 -0.192
O -11.54762 7.19163 -14.33201 0.039
C -10.70983 6.18910 -14.49211 -0.425
O -10.87937 5.19793 -15.11776 0.187
C -9.38466 6.41550 -13.73759 -0.548
F -8.35282 6.34195 -14.57778 0.165
F -9.32437 7.60146 -13.12680 0.158
F -9.23237 5.47392 -12.79494 0.167
H -14.41616 8.44773 -15.51126 0.080
H -12.75220 9.22219 -15.51726 0.078
H -13.52540 8.82150 -14.04938 0.084
H -12.54179 6.84056 -16.11662 0.120
H -13.42238 6.33856 -14.68239 0.134
C -7.09070 10.39544 -19.41067 0.001
O -7.78685 10.00700 -18.22717 0.021
C -9.10127 10.10025 -18.26682 -0.580
O -9.72831 10.34101 -19.27395 0.083
O -9.66144 9.97151 -17.09605 0.056
C -8.92819 9.34244 -16.01360 0.021
H -7.32898 9.75295 -20.25618 0.098
H -6.02750 10.33029 -19.19172 0.105
H -7.28299 11.43655 -19.67712 0.098
H -9.46813 9.44568 -15.08360 0.095
H -7.95542 9.82412 -15.97808 0.101
H -8.80699 8.29120 -16.27025 0.099
C -8.18737 12.19142 -22.39830 0.001
O -8.15336 10.79300 -22.70772 0.043
C -9.26473 10.12500 -22.54769 -0.587
O -10.28588 10.58732 -22.05744 0.028
O -9.11379 8.92317 -23.02483 0.058
C -10.25839 8.04692 -23.02262 0.017
H -7.19546 12.56216 -22.62182 0.106
H -8.45958 12.35333 -21.36132 0.074
H -8.92509 12.69885 -23.01918 0.112
H -10.99672 8.42341 -23.73125 0.105
H -10.68982 8.00699 -22.03059 0.083
H -9.88149 7.09369 -23.36504 0.107
C -17.15601 8.30113 -20.12474 -0.076
C -17.28135 8.20212 -18.67106 -0.277
N -17.36523 8.11697 -17.52318 0.124
H -18.02875 8.80787 -20.53284 0.083
H -17.04261 7.30918 -20.55587 0.080
H -16.27182 8.88847 -20.36722 0.060
C -13.95302 7.53522 -22.65055 -0.059
C -13.83039 6.98012 -24.00497 -0.283
N -13.74206 6.56974 -25.06776 0.129
H -14.98064 7.47213 -22.31648 0.074
H -13.53545 8.53461 -22.69874 0.074
H -13.30135 6.93471 -22.01701 0.089
```

- E_LUMO (alpha / beta) (eV) = -0.968 / -0.622
- multiplicity = 5
- total charge = 0
- expectation value of S² = 6.003
- gap between HOMO and LUMO (alpha / beta) (eV) = 9.81 / 10.79



3.
C21H28N3O2V | ωB97M-V/def2-TZVPD

Structure (XYZ):
```
55
Properties=species:S:1:pos:R:3:lowdin_charge:R:1
O 0.97183 1.68383 -2.35876 -0.092
C 0.48654 3.03691 -2.65808 -0.113
C 0.24712 2.66690 -4.11341 -0.106
H 1.28701 3.75645 -2.47322 0.108
H -0.42639 3.29005 -2.10634 0.111
C 0.63137 1.23673 -3.69450 -0.567
H 1.01392 2.91071 -4.83071 0.054
H -0.74681 2.83496 -4.52698 0.120
C 1.87215 0.69922 -4.37981 -0.010
H 2.70697 1.40208 -4.23900 0.095
H 1.64363 0.57450 -5.44917 0.087
H 2.16450 -0.26825 -3.95323 0.084
C -0.60389 0.39628 -3.85405 -0.025
H -1.47350 0.99182 -3.55141 0.080
H -0.56973 -0.53885 -3.29405 0.050
H -0.69050 0.15264 -4.92289 0.096
V -0.12543 -0.20899 0.46644 0.604
C -2.14973 -0.96968 0.72837 -0.191
C -2.15847 0.21814 1.53004 -0.175
C -1.93103 1.34262 0.67476 -0.159
H -2.38970 0.25392 2.59306 0.106
C -1.78775 0.86594 -0.66119 -0.177
C -1.94450 -0.56402 -0.64145 -0.228
H -2.01282 -1.20772 -1.51367 0.100
H -2.38055 -1.97554 1.07606 0.108
H -1.94019 2.39269 0.96444 0.098
H -1.75006 1.48109 -1.55337 0.073
C 1.11819 -2.09546 0.99418 -0.182
C 0.31034 -2.30762 -0.16645 -0.210
C 0.78836 -1.42791 -1.19910 -0.207
H -0.45011 -3.07651 -0.28286 0.104
C 1.88531 -0.67225 -0.67301 -0.169
C 2.10769 -1.10784 0.66961 -0.202
H 2.93091 -0.79358 1.30950 0.093
H 1.04187 -2.66457 1.91987 0.104
H 0.47963 -1.44618 -2.23581 0.071
H 2.48413 0.04522 -1.22931 0.088
O 1.80507 4.65154 -4.64852 -0.203
C 1.63169 4.50989 -6.09345 -0.191
C 2.08241 5.78440 -6.80483 -0.154
H 0.57290 4.29722 -6.31252 0.117
H 2.21981 3.63829 -6.41415 0.121
C 2.29399 6.80174 -5.66573 -0.153
H 1.32717 6.10056 -7.52667 0.106
H 3.01256 5.55807 -7.33301 0.106
C 2.27683 5.97684 -4.37757 -0.189
H 1.46812 7.51085 -5.63125 0.104
H 3.22771 7.34220 -5.78767 0.103
H 1.61876 6.41675 -3.62282 0.118
H 3.28236 5.89526 -3.94959 0.118
N 0.40816 0.38265 2.23367 0.042
C 0.60448 0.32274 3.40022 -0.313
N 0.90027 0.47012 4.61522 0.049
C 0.73814 -0.41658 5.57689 -0.434
N 0.63430 -1.13666 6.49946 0.036
```

- E_LUMO (alpha / beta) (eV) = 2.093 / 2.092
- multiplicity = 4
- energy relative to the best compared isomer or geometry (same formula, charge and spin) (kcal per mole) = 1.7
- total charge = -1
- expectation value of S² = 3.771
- gap between HOMO and LUMO (alpha / beta) (eV) = 3.65 / 6.18